Molecular formula: C12H13NO3
Method: DFT, the ωB97M-V functional and the def2-TZVPD basis

The molecular weight is 219.2 u. The value obtained for the energy above the lowest of the compared OMol25 structures with the same formula, charge and spin is 923.4 kJ/mol. As for the frontier orbital gap: 9.0 eV.

Each line ends with the Mulliken charge.
Geometry (Å):
C  -0.8370  -1.8554  -0.0184  -0.25
H  0.9084  0.5034  0.6950  0.18
C  -2.8823  0.1545  -0.0947  0.45
O  4.5660  0.9201  -0.7706  -0.56
O  -2.7554  -3.4040  -0.2663  -0.61
C  -2.2145  -2.2954  -0.2225  0.02
C  -3.9929  1.1074  -0.0841  -0.47
C  1.7050  -1.4470  0.6930  -1.00
C  -2.2603  2.7749  0.1865  -1.12
H  3.6328  -0.7713  -1.6546  0.16
H  3.0947  0.1653  1.2606  0.32
H  5.4418  0.0914  -0.5274  0.39
C  -0.5012  -0.6920  0.1263  0.96
H  -4.8918  0.8557  -0.6410  0.33
O  -3.3321  -1.1899  -0.1066  -0.48
H  -1.9669  3.5891  0.1468  0.76
H  -0.1850  2.2633  0.2733  0.34
C  -1.5759  0.3575  0.1416  0.34
C  3.1308  -0.6081  0.4564  -0.61
N  0.7714  -0.5231  0.1934  0.00
H  1.5649  -1.9249  1.5770  0.47
H  -4.2434  3.1170  -0.2077  0.46
H  -0.4068  -2.8231  0.1812  0.38
C  -1.1369  1.8817  0.0975  -0.68
C  -3.5995  2.3411  -0.2188  -0.47
H  3.9528  -1.4113  0.8357  0.37
H  1.8082  -2.1828  -0.2624  0.39
C  3.4606  0.2216  -0.7410  -0.51
H  2.7446  0.7842  -1.0478  0.45

Forces on atoms 1 to 2 (eV/Å):
C -6.9 -12.0 -1.3
H 0.2 -3.1 -1.7

***

Molecular formula: C23H8Cl64NO4S2
Method: DFT, the ωB97M-V functional and the def2-TZVPD basis

The molecular weight is 2695.4 u. The value obtained for the energy above the lowest of the compared OMol25 structures with the same formula, charge and spin is 94.9 kJ/mol. As for the frontier orbital gap: 6.9 eV. As for the net charge: -1.

Each line ends with the Mulliken charge.
Geometry (Å):
Cl  0.9263  -3.8663  2.9158  0.04
Cl  -10.0850  1.6109  -9.4072  -0.10
C  5.4047  -3.7605  1.6261  0.03
Cl  -9.8578  2.6234  -3.5485  -0.07
Cl  -6.8392  3.8173  -5.0357  -0.11
Cl  -6.5766  2.1081  -2.7091  -0.08
Cl  -0.0457  -6.8298  3.4829  -0.01
Cl  10.0160  -4.8909  1.6905  -0.06
C  -0.5191  0.7934  -0.0835  -0.15
Cl  3.7008  3.7972  7.9779  -0.11
Cl  -12.1564  0.4038  -7.7920  -0.04
H  -2.4007  -0.2033  0.2881  0.34
H  -0.2676  1.4581  -2.0772  0.68
N  -3.7372  3.0098  -0.2409  -0.17
Cl  4.5708  0.9770  6.1067  -0.05
C  3.9151  -0.4531  5.3036  0.10
S  -3.8232  4.5483  0.3193  0.76
C  -0.7530  -3.3721  2.6699  0.11
C  0.5807  1.1666  -5.7716  -0.03
O  -3.2792  1.6540  1.9211  -0.78
Cl  -11.7232  0.6603  -4.5570  -0.13
O  -3.9205  4.6221  1.7581  -0.59
Cl  0.6922  5.7540  -4.9636  -0.09
C  1.1385  -7.8498  4.2919  0.24
Cl  -0.7797  -1.8817  1.7143  -0.05
Cl  0.9753  4.4993  8.6305  -0.10
H  -2.3682  0.6697  -1.2425  0.60
C  9.9075  -6.1713  5.7718  0.28
C  -5.7196  3.1969  -3.8090  0.23
Cl  7.0172  -3.0474  1.7910  -0.05
Cl  10.4527  -7.5256  0.5895  -0.11
Cl  3.1363  -2.9710  -4.8524  -0.10
Cl  -1.7871  5.4079  -3.5501  0.00
Cl  4.0237  3.4997  -7.0886  -0.06
Cl  9.3608  -6.5180  7.4182  -0.10
Cl  0.7665  2.8696  -6.2125  0.03
C  -2.0483  0.7180  -0.1924  -1.43
Cl  0.8990  0.9300  -4.0484  0.08
Cl  -4.4066  2.3157  -4.6059  -0.05
Cl  8.5889  -5.7182  -0.6800  -0.07
Cl  -2.6659  7.6893  3.4861  -0.13
C  3.7001  3.7893  -8.7992  0.34
H  2.2634  1.6201  -1.8319  0.51
Cl  0.6089  -8.1865  5.9472  -0.11
O  -2.7961  5.3777  -0.2634  -0.47
H  -0.6229  0.1803  1.9756  1.07
Cl  -3.8903  -1.1498  6.2120  -0.05
Cl  1.5116  2.7584  6.3946  0.02
S  -2.7031  2.1837  0.6991  1.13
C  -1.1814  6.7220  3.5715  0.21
C  -0.0600  5.6783  -3.3561  0.19
Cl  3.3520  2.2524  -9.6033  -0.09
Cl  11.4787  -5.3590  5.8306  -0.10
Cl  5.2181  -1.6120  4.9929  -0.02
C  1.3999  0.5537  1.3241  0.06
Cl  1.5140  -4.6968  -6.5094  -0.11
Cl  0.1579  7.6501  2.8583  -0.15
Cl  -1.6381  -4.6597  1.8157  -0.15
Cl  2.3063  4.8673  -8.9608  -0.09
Cl  3.1700  0.0338  3.7725  0.00
Cl  -9.3911  1.3792  -6.1149  -0.05
Cl  0.6452  4.3530  -2.4311  0.02
C  0.2572  1.2040  -1.1657  0.19
Cl  1.9221  1.8074  9.0902  -0.09
C  -3.6668  -2.2156  7.6001  0.33
C  2.0259  3.2146  8.0201  0.28
C  -11.6061  0.7047  -9.4436  0.34
Cl  8.7346  -5.1244  4.9673  0.01
C  9.2494  -6.2571  0.8687  0.26
H  3.2474  1.0737  0.3999  0.41
Cl  -5.0471  4.5440  -2.8927  -0.06
Cl  -1.3994  5.2224  2.6990  0.17
Cl  10.0623  -7.6856  4.8702  -0.08
Cl  0.2170  7.2016  -2.5036  -0.11
Cl  -3.7205  -1.2648  9.0918  -0.10
Cl  5.1160  4.5408  -9.5517  -0.11
Cl  2.6940  -7.0025  4.3292  -0.05
Cl  1.0323  -4.5532  -3.6631  -0.09
Cl  7.9427  -6.8958  1.8726  -0.03
Cl  -9.0916  -0.1600  -3.6908  -0.09
Cl  4.2113  -2.4634  1.5024  0.13
C  2.1676  0.9751  0.2517  -0.63
Cl  -4.9537  -3.4312  7.6288  -0.11
Cl  -2.0965  -3.0262  7.4763  -0.09
Cl  1.7358  0.1995  -6.7078  -0.03
H  1.8016  0.2895  2.3066  -0.11
Cl  2.6924  -1.2043  6.3364  -0.08
C  1.6461  1.2933  -0.9944  0.04
Cl  -12.8285  1.6448  -10.3124  -0.10
C  1.5119  -3.6310  -5.0944  0.29
C  -10.0116  1.1271  -4.4778  0.33
Cl  5.0709  -4.7750  3.0429  0.00
C  0.0184  0.4623  1.1601  -1.56
H  -5.0215  4.9989  -0.1606  0.02
Cl  5.3460  -4.7598  0.1685  -0.10
Cl  1.3161  -9.3742  3.4087  -0.11
Cl  0.3752  -2.3071  -5.3552  -0.01
Cl  -0.8053  6.3834  5.2792  -0.12
O  -1.5641  3.0429  1.0106  -0.64
Cl  -1.0706  0.6370  -6.1405  -0.06
Cl  -11.3511  -0.8382  -10.2718  -0.10
Cl  -1.5161  -3.0742  4.2354  0.03

Forces on atoms 1 to 2 (eV/Å):
Cl 0.1 0.3 -0.1
Cl -0.1 0.0 -0.1

***

Molecular formula: C4H10O2
Method: DFT, the ωB97M-V functional and the def2-TZVPD basis

The molecular weight is 90.1 u. The value obtained for the energy above the lowest of the compared OMol25 structures with the same formula, charge and spin is 387.4 kJ/mol. As for the frontier orbital gap: 8.9 eV.

Each line ends with the Mulliken charge.
Geometry (Å):
H  0.6454  -1.9145  0.7547  0.28
H  1.1324  -0.8091  -1.4647  0.34
C  -0.1524  -1.7396  0.0259  -1.01
H  -0.3138  -2.6657  -0.5357  0.37
H  -1.0716  -1.5092  0.5743  0.24
H  -1.7632  0.4187  1.4788  0.06
H  1.5698  1.9415  0.6502  0.28
O  -2.1234  1.7730  0.1366  -0.31
H  2.0661  0.2355  0.8008  0.29
O  0.3100  0.6428  -0.2552  -0.46
H  -1.2085  1.5017  -0.1230  0.56
C  0.1948  -0.6082  -0.9273  -0.27
C  1.6259  0.9843  0.1296  -0.77
C  -2.5858  1.1375  1.1770  -0.18
H  -0.5984  -0.4817  -1.6708  0.30
H  2.2727  1.0930  -0.7513  0.30

Forces on atoms 1 to 2 (eV/Å):
H -0.1 0.0 -0.1
H -0.2 0.0 0.0

***

Molecular formula: C2H9NO5
Method: DFT, the ωB97M-V functional and the def2-TZVPD basis

The molecular weight is 127.1 u. The value obtained for the energy above the lowest of the compared OMol25 structures with the same formula, charge and spin is 97.1 kJ/mol. As for the frontier orbital gap: 10.3 eV. As for the SMILES: O=CNC=O.O.O.O.

Each line ends with the Mulliken charge.
Geometry (Å):
O  0.7474  -3.6246  -1.8067  -0.64
H  -0.5223  2.8263  2.2917  0.37
H  2.3185  -1.5797  -3.0433  0.28
H  3.6620  0.1036  -0.1852  0.31
H  -3.8138  2.3553  -0.2144  0.30
N  -2.3827  2.7108  1.2552  -0.08
O  -1.4457  1.0756  2.5573  -0.43
C  -1.3622  2.1609  2.0714  0.01
H  3.2204  -0.5207  1.1632  0.31
O  3.9158  -0.0613  0.7116  -0.63
C  -3.4202  1.9625  0.7566  0.02
O  -3.8131  0.8984  1.1337  -0.43
H  -0.0645  -3.1930  -2.0337  0.30
H  2.2331  -2.5712  -1.9286  0.38
H  -2.3734  3.6911  1.0253  0.23
H  0.4969  -4.5589  -1.6299  0.32
O  2.6037  -1.6750  -2.1243  -0.63

Forces on atoms 1 to 2 (eV/Å):
O 0.2 -1.7 0.4
H 0.1 0.4 -0.3

***

Molecular formula: C5H22N2O6
Method: DFT, the ωB97M-V functional and the def2-TZVPD basis

The molecular weight is 206.2 u. The value obtained for the energy above the lowest of the compared OMol25 structures with the same formula, charge and spin is 68.1 kJ/mol. As for the frontier orbital gap (spin up / spin down): 10.1 / 4.6 eV. Its multiplicity is 2. As for the net charge: +1.

Each line ends with the Löwdin spin population.
Geometry (Å):
O  -0.0948  -0.9493  -3.2672  0.01
H  2.4664  1.3357  1.6608  0.00
H  -0.2521  -1.5006  -0.6729  0.02
H  -0.9171  1.4342  -1.3522  0.00
H  1.2898  -3.9373  -1.9730  0.00
H  -0.4716  -0.3376  1.0687  0.00
H  0.0905  -2.9815  1.2697  0.00
H  3.0415  0.4065  -0.4250  0.00
H  -3.2738  2.1048  0.8450  0.00
O  -3.7729  1.6908  1.5657  0.00
O  1.7505  -4.3671  -1.2554  0.03
H  -2.5453  4.2440  -0.5513  0.00
H  -2.3939  1.2808  -1.9030  0.00
H  -1.4810  3.1149  -0.0540  0.00
H  -0.8030  -2.2822  2.6035  0.00
N  1.9623  1.5403  0.8091  0.03
H  0.8264  -0.1862  2.2477  0.00
C  0.4028  -0.8470  1.4971  0.00
H  -4.3338  2.3991  1.9051  0.00
O  -1.6914  0.8675  -1.3962  0.00
C  1.0229  2.5188  0.7106  0.00
H  -0.6415  -1.7325  -3.2940  0.00
H  -0.3631  -0.3646  -2.5669  0.00
H  2.1903  -1.5939  0.5497  0.04
H  1.5215  -3.8670  -0.4660  0.00
C  0.1423  -2.2397  2.0623  0.00
H  0.8752  -2.4628  2.8338  0.00
O  -2.3930  3.3443  -0.2647  0.00
N  0.7623  -1.5054  -0.8358  0.69
H  1.0244  3.1775  1.5890  0.00
C  1.3877  -0.8662  0.3208  0.09
O  0.1937  2.4649  -0.1728  0.01
H  0.9347  -1.2087  -1.8026  0.02
H  1.5629  0.8271  -1.1112  0.00
C  1.9803  0.4785  -0.1744  0.04

Forces on atoms 1 to 2 (eV/Å):
O 1.5 -0.2 -0.6
H 0.0 0.7 0.0

***

Molecular formula: C4H9NO2
Method: DFT, the ωB97M-V functional and the def2-TZVPD basis

The molecular weight is 103.1 u. The value obtained for the energy above the lowest of the compared OMol25 structures with the same formula, charge and spin is 144.8 kJ/mol. As for the frontier orbital gap: 9.8 eV. As for the SMILES: CC(N)=O.C=CO.

Each line ends with the Mulliken charge.
Geometry (Å):
C  1.1000  1.1882  0.2152  0.62
H  -0.6704  2.3862  0.1368  0.31
H  -2.3411  -2.1136  0.5195  0.29
O  1.7502  0.6350  -0.6533  -0.62
C  -0.7160  -1.9033  -0.8409  0.29
H  0.2188  0.8398  2.0621  0.23
H  -1.1379  -0.7292  0.7876  0.10
H  0.8140  3.2646  0.6431  0.32
C  0.3963  2.5119  -0.0251  -1.01
N  0.9679  0.6083  1.4407  -0.40
H  0.6514  2.7719  -1.0476  0.28
H  -0.2217  -3.1440  -2.2017  0.34
H  1.3940  -0.2996  1.4800  0.26
O  -0.8413  -3.1240  -1.4639  -0.49
H  0.0996  -1.3201  -1.2520  0.17
C  -1.4637  -1.5721  0.1995  -0.71

Forces on atoms 1 to 2 (eV/Å):
C -0.3 -0.1 -0.3
H -0.1 0.2 -0.1